The following is a quantum chemistry calculation of C23H17AsClHgN4O8S2Se as an isolated structure, from the Open Molecules 2025 dataset.

Results
Total charge: -2
E_LUMO (spin up / spin down): 4.059 / 4.059 eV
Strongest force on any atom: 0.54 eV/A
Expectation value of S²: 0.781
Highest occupied orbital energy (spin up / spin down): -0.76 / -0.97 eV
M: 931.47 g mol⁻¹
Spin multiplicity: 2

Each line ends with the Mulliken charge.
Positions of all 58 atoms, in Å:
Hg  1.5680  0.5602  0.2424  2.070
O  1.0426  -3.0847  -2.6347  -0.646
As  1.3055  -2.7541  -0.9289  0.954
O  2.0211  -4.0377  -0.2255  -0.847
O  2.1205  -1.2886  -0.8779  -0.715
C  -0.5170  -2.6751  -0.2133  -0.374
C  -0.7665  -3.6971  0.6965  -0.491
C  -2.0367  -3.8945  1.2232  -0.576
C  -3.0797  -3.0761  0.8315  -0.583
C  -2.8444  -2.0403  -0.0625  -0.598
C  -1.5736  -1.8314  -0.5749  0.119
S  -1.3256  -0.3420  -1.5369  1.363
O  -2.6357  0.1793  -1.8649  -0.853
O  -0.4986  -0.6811  -2.6760  -0.682
O  -0.6338  0.5140  -0.5501  -0.530
H  0.6226  -2.2821  -2.9924  0.454
H  0.0583  -4.3472  0.9621  0.561
H  -2.2045  -4.6907  1.9382  0.369
H  -4.0756  -3.2288  1.2301  0.374
H  -3.6368  -1.3703  -0.3675  0.480
Se  -0.1612  1.4228  6.2879  -0.469
N  1.4144  0.6033  5.9716  -0.829
C  1.9378  0.2453  4.7808  0.530
C  2.8532  -0.8148  4.8193  -0.019
C  3.3564  -1.4195  3.6660  -0.782
C  2.9528  -0.9452  2.4494  -0.454
N  2.1432  0.1477  2.3567  -0.449
C  1.6792  0.8005  3.4391  0.378
N  0.9928  1.9531  3.4013  -0.515
H  3.0997  -1.1937  5.8032  0.375
H  4.0069  -2.2821  3.7169  0.360
H  3.2223  -1.4181  1.5136  0.501
S  0.7671  2.6973  1.9613  -0.234
C  -0.9058  2.4051  1.6639  0.566
N  -1.4179  2.8177  0.4869  0.174
C  -2.6719  2.5222  0.0967  -0.256
C  -3.5125  1.8407  0.9263  -0.561
C  -3.0242  1.4456  2.1848  -0.334
C  -1.7359  1.7202  2.5640  -0.523
H  -0.7517  3.2039  -0.2146  0.312
H  -2.9325  2.8217  -0.9074  0.346
H  -4.5096  1.5908  0.5976  0.412
H  -3.6681  0.8976  2.8605  0.419
H  -1.3121  1.4422  3.5230  0.271
Cl  1.0038  -0.2136  -7.1099  -0.287
C  1.0558  0.6548  -5.5906  0.656
C  0.0114  1.5016  -5.2667  -0.769
C  0.0590  2.1820  -4.0623  -0.135
C  1.1308  2.0143  -3.1947  0.201
C  2.1575  1.1440  -3.5378  -0.063
C  2.1305  0.4615  -4.7425  -0.915
C  1.1376  2.7164  -1.8530  0.434
O  0.2153  3.5207  -1.6184  -0.911
O  2.0712  2.3928  -1.0479  -0.937
H  -0.8314  1.6047  -5.9363  0.389
H  -0.7490  2.8360  -3.7664  0.405
H  2.9605  0.9818  -2.8318  0.477
H  2.9149  -0.2332  -5.0090  0.391

---

The following is a quantum chemistry calculation of a 3-piece molecular cluster, C31H44F3N3O2S overall in a non-equilibrium geometry, from the Open Molecules 2025 dataset.

Results
E_LUMO (spin up / spin down): 0.000 / -0.457 eV
Strongest force on any atom: 4.44 eV/A
Expectation value of S²: 2.009
Highest occupied orbital energy (spin up / spin down): -7.79 / -7.79 eV
M: 579.77 g mol⁻¹
Spin multiplicity: 3

Each line ends with the Mulliken charge.
Positions of all 84 atoms, in Å:
F  6.6260  -2.7519  -3.0995  -0.268
C  5.3956  -3.0169  -2.4542  0.663
F  5.0006  -4.3283  -2.8973  -0.231
F  5.6604  -3.1485  -1.0622  -0.222
C  4.2510  -1.9669  -2.7661  0.138
C  4.5126  -0.6883  -3.6065  -0.726
C  3.3054  0.2490  -3.8549  -0.468
C  1.8750  0.0314  -3.3076  -0.693
C  1.6074  -1.2511  -2.4638  0.015
C  2.8272  -2.2162  -2.2242  0.506
S  2.3985  -3.7454  -1.2419  -0.109
C  0.7229  -4.1736  -1.9487  0.498
C  0.2752  -5.6198  -2.2655  -0.532
C  -1.1324  -5.8069  -2.8935  -0.391
C  -2.0682  -4.5907  -3.1764  -0.459
C  -1.6140  -3.1228  -2.8438  -0.575
C  -0.1850  -2.9194  -2.2275  0.196
N  0.2620  -1.5426  -1.9140  0.378
H  5.5496  -0.4907  -4.0447  0.356
H  3.4943  1.1697  -4.5006  0.303
H  1.0123  0.7626  -3.4908  0.246
H  1.0163  -6.4579  -2.0574  0.328
H  -1.4531  -6.8747  -3.1330  0.294
H  -3.0937  -4.7378  -3.6513  0.321
H  -2.3006  -2.2234  -3.0655  0.208
H  -0.4346  -0.8822  -2.2954  0.191
C  -5.0826  3.0532  -2.3012  -1.659
C  -4.6515  1.6213  -1.8712  1.960
C  -5.2183  1.2698  -0.4713  -1.430
C  -4.4615  1.8945  0.6935  -0.647
C  -2.9709  1.6031  0.5765  -1.051
C  -2.3923  2.0583  -0.7771  2.085
N  -3.1608  1.5160  -1.9436  0.178
O  -2.8419  0.1985  -2.0679  -0.432
C  -2.3691  3.6062  -0.8087  -2.140
C  -0.8954  1.6699  -0.8345  -1.842
C  -5.3824  0.6929  -2.8810  -1.948
H  -4.2387  3.7080  -2.5209  0.334
H  -5.6597  3.0463  -3.2310  0.494
H  -5.6976  3.5439  -1.5417  0.319
H  -5.2024  0.1818  -0.3336  0.392
H  -6.2718  1.5636  -0.4098  0.396
H  -4.6480  2.9715  0.7367  0.301
H  -4.8381  1.4817  1.6348  0.412
H  -2.4421  2.0975  1.3992  0.291
H  -2.8065  0.5299  0.7170  0.395
H  -2.0038  3.9751  -1.7716  0.394
H  -1.6994  3.9991  -0.0377  0.435
H  -3.3407  4.0611  -0.6149  0.475
H  -0.7346  0.5991  -0.6898  0.317
H  -0.3291  2.1746  -0.0465  0.297
H  -0.4511  1.9602  -1.7930  0.428
H  -5.0036  0.8357  -3.8992  0.474
H  -6.4554  0.9115  -2.8940  0.462
H  -5.2864  -0.3651  -2.6250  0.328
C  2.4770  -1.6415  3.1372  -1.702
C  2.5835  -0.2179  2.5184  2.358
C  3.8702  0.5001  3.0002  -1.459
C  3.7863  1.0720  4.4088  -0.518
C  2.5424  1.9391  4.5575  -1.258
C  1.2541  1.1806  4.1823  1.709
N  1.3341  0.5462  2.8284  0.322
O  1.2123  1.5369  1.9043  -0.527
C  0.9735  0.1153  5.2703  -1.866
C  0.0506  2.1506  4.3035  -1.849
C  2.7782  -0.4856  1.0007  -2.515
H  1.5596  -1.7949  3.7067  0.325
H  2.4440  -2.4212  2.3697  0.398
H  3.3208  -1.8694  3.7948  0.350
H  4.1041  1.3269  2.3185  0.428
H  4.7236  -0.1842  2.9439  0.415
H  3.7933  0.2667  5.1492  0.277
H  4.6758  1.6780  4.6088  0.404
H  2.4798  2.3037  5.5892  0.394
H  2.6532  2.8301  3.9312  0.352
H  0.0883  -0.4776  5.0218  0.394
H  0.7823  0.5902  6.2376  0.439
H  1.8064  -0.5678  5.4369  0.392
H  0.1640  3.0419  3.6815  0.349
H  -0.0599  2.5050  5.3328  0.431
H  -0.8842  1.6526  4.0260  0.405
H  1.8871  -0.9471  0.5602  0.582
H  3.6188  -1.1682  0.8351  0.538
H  3.0062  0.4237  0.4387  0.443

---

The following is a quantum chemistry calculation of C18H16HoN6O7S2 as an isolated structure in a non-equilibrium geometry, from the Open Molecules 2025 dataset.

Results
Total charge: +1
E_LUMO (spin up / spin down): -3.700 / -3.696 eV
Strongest force on any atom: 1.65 eV/A
Expectation value of S²: 6.003
Highest occupied orbital energy (spin up / spin down): -10.80 / -10.80 eV
M: 657.43 g mol⁻¹
Spin multiplicity: 5

Each line ends with the Mulliken charge.
Positions of all 50 atoms, in Å:
Ho  0.4019  0.2292  -1.7864  0.850
O  -3.8453  0.9279  0.0056  -0.451
C  -2.6699  0.4792  -0.3696  0.317
O  -1.9134  1.0969  -1.0933  -0.378
C  -2.3188  -0.8674  0.1629  0.427
C  -3.1650  -1.6148  0.9665  -0.710
C  -2.7311  -2.8650  1.3750  -0.763
C  -1.4828  -3.3072  0.9706  -1.170
C  -0.7036  -2.4760  0.1767  1.000
N  -1.1165  -1.2816  -0.2199  0.357
C  0.6565  -2.8356  -0.3539  0.516
O  1.3262  -3.8265  0.2107  -0.475
O  1.1216  -2.2391  -1.2934  -0.469
H  -4.0110  1.8073  -0.3673  0.400
H  -4.1360  -1.2293  1.2410  0.547
H  -3.3594  -3.4914  1.9928  0.470
H  -1.1435  -4.2943  1.2562  0.430
H  0.9202  -4.1235  1.0323  0.327
C  3.6697  -1.3933  2.8852  -1.160
N  3.4175  -0.8324  1.5612  0.087
C  4.4620  -0.5561  0.7312  -0.111
C  4.2867  -0.0927  -0.5199  -1.096
C  2.9412  0.1292  -0.9537  0.937
O  2.6143  0.4689  -2.1255  -0.682
N  1.9222  -0.0350  -0.0690  0.054
C  2.1068  -0.6351  1.1336  0.584
O  1.1606  -0.9678  1.8519  -0.745
H  4.2520  -2.3101  2.8017  0.381
H  2.7115  -1.6074  3.3442  0.348
H  4.2144  -0.6785  3.5014  0.366
H  5.4427  -0.7476  1.1458  0.474
H  5.1114  0.0961  -1.1888  0.511
N  -0.3630  6.7847  1.9264  -0.365
C  -1.0730  6.1367  0.9974  -0.068
S  -2.6054  6.5555  0.5690  -0.298
C  -0.4580  4.9419  0.3696  0.638
C  0.0857  3.9192  1.1428  -0.754
C  0.5020  2.7579  0.5197  -0.005
N  0.4370  2.5697  -0.8006  0.031
C  -0.0208  3.5839  -1.5499  -0.471
C  -0.4781  4.7677  -1.0105  -0.670
H  -0.7742  7.5917  2.3648  0.221
H  0.5991  6.5568  2.1155  0.225
H  0.1382  3.9977  2.2208  0.449
H  0.8910  1.9326  1.1033  0.328
H  -0.0417  3.4134  -2.6183  0.511
H  -0.8707  5.5464  -1.6486  0.473
O  -0.7224  -1.0414  -3.2537  -0.467
S  -0.7250  0.0506  -4.3154  0.294
N  -0.1201  1.2805  -3.7815  -0.242

---

Table of relative energy (zero: lowest compared OMol25 entry of this formula, charge and spin) (kJ/mol), in record order: 25.4 829.9 7.4